Density functional theory data (ωB97M-V/def2-TZVPD) for a cluster of 2 separate species, C2H2O3S in total.

Results
- Net charge: 0
- Energy above the lowest of the compared OMol25 structures with the same formula, charge and spin: 5.678 eV
- Multiplicity: 1

```
8
C2H2O3S, DFT ωB97M-V/def2-TZVPD
C 1.58 0.42 -0.11
C -0.06 -0.97 0.40
O -2.62 -0.60 -0.12
O 2.69 0.14 -0.23
O -1.33 1.43 0.32
S -1.36 -0.01 -0.03
H 1.10 1.45 -0.14
H 0.00 -1.86 -0.09
```

Löwdin charges in e: C -0.096; C -0.126; O -0.312; O 0.122; O -0.360; S 0.694; H 0.109; H -0.030

Density functional theory data (ωB97M-V/def2-TZVPD) for a cluster of 2 separate species, C2H2O3S in total.

Results
- Net charge: 0
- Energy above the lowest of the compared OMol25 structures with the same formula, charge and spin: 4.626 eV
- Multiplicity: 1

```
8
C2H2O3S, DFT ωB97M-V/def2-TZVPD
C 0.47 0.11 2.01
C -0.08 0.33 -1.58
O 0.71 0.77 -0.79
O -0.25 -0.74 1.53
O 0.97 0.90 2.73
S -1.07 -1.49 0.26
H -0.66 0.91 -2.25
H -0.10 -0.79 -1.89
```

Löwdin charges in e: C -0.238; C -0.274; O -0.051; O -0.405; O 0.258; S 0.606; H 0.063; H 0.043

Density functional theory data (ωB97M-V/def2-TZVPD) for an isolated molecule of C2H2O3S.

Results
- Net charge: 0
- Energy above the lowest of the compared OMol25 structures with the same formula, charge and spin: 3.835 eV
- Multiplicity: 1

```
8
C2H2O3S, DFT ωB97M-V/def2-TZVPD
C -1.10 1.15 -0.59
C 1.19 -0.38 0.14
O -0.87 2.16 -0.11
O -1.16 -0.47 1.29
O -0.86 -1.64 -0.89
S -0.42 -0.70 0.08
H 1.71 -0.46 -0.79
H 1.51 0.34 0.86
```

Löwdin charges in e: C -0.027; C -0.154; O 0.141; O -0.299; O -0.292; S 0.556; H 0.036; H 0.039

- What is the net charge in the third record?
  0

- Which value of energy above the lowest of the compared OMol25 structures with the same formula, charge and spin does entry 2 give?
  4.626 eV